{
  "formula": "C6H13NO",
  "method": "ωB97M-V/def2-TZVPD",
  "species": ["C", "H", "C", "H", "N", "O", "H", "C", "H", "H", "C", "H", "H", "H", "H", "H", "C", "H", "C", "H", "H"],
  "positions_angstrom": [[0.3009, 0.4286, 0.2366], [0.0431, 2.3884, 1.1032], [-1.0537, -1.7015, 0.7640], [0.3655, 1.1229, 2.2833], [-2.1568, 0.4459, 0.4912], [2.5082, -0.0951, -0.5157], [-3.0124, -0.0794, 0.6224], [0.6176, 1.4695, 1.2764], [-2.0723, 1.1521, 1.2110], [-0.6821, -0.6305, -1.0241], [1.1377, -0.0282, -0.7746], [1.5088, 0.9945, -2.6320], [1.6779, 1.7329, 1.2737], [-0.2148, -2.3033, 0.4110], [2.6480, -0.1774, 0.4371], [-1.9572, -2.2199, 0.4267], [-0.9825, -0.2911, 0.1790], [-1.0555, -1.6607, 1.8599], [0.9933, 0.0957, -2.2769], [-0.0514, 0.1305, -2.5836], [1.4379, -0.7738, -2.7686]],
  "atomic_forces_ev_per_a": [[0.4, -0.7, -0.7], [0.0, -0.2, -0.2], [0.5, -0.1, 0.4], [0.0, 0.1, 0.1], [-0.8, 0.8, -0.4], [-0.2, 0.4, -0.1], [0.4, -0.1, 0.0], [0.4, -0.7, 0.5], [0.2, -0.1, -0.2], [-2.3, 0.6, 2.2], [1.3, 2.1, 1.3], [0.0, -0.1, 0.3], [-0.1, 0.1, 0.0], [0.1, 0.1, 0.2], [-0.1, 0.0, -0.2], [0.0, 0.2, 0.1], [0.6, -1.2, -3.3], [0.0, -0.2, -0.1], [-0.5, -1.2, 0.0], [0.1, 0.2, 0.0], [0.0, 0.1, -0.1]],
  "mulliken_charge": [0.471, 0.314, -1.385, 0.349, -0.589, -0.532, 0.241, -1.509, 0.210, -0.125, 0.174, 0.296, 0.387, 0.357, 0.363, 0.356, 0.765, 0.345, -1.228, 0.413, 0.327],
  "homo_ev": -7.7112,
  "orbital_gap_ev": 8.50,
  "lumo_ha": 0.0289,
  "smiles": "C/C(O)=C(/C)[C@@H](C)N",
  "de_lowest_kcal_mol": 75.7
}

---

{
  "formula": "C5H14N2O",
  "method": "ωB97M-V/def2-TZVPD",
  "species": ["H", "H", "C", "H", "C", "H", "C", "O", "H", "N", "H", "H", "H", "H", "H", "H", "N", "H", "C", "H", "H", "C"],
  "positions_angstrom": [[-0.4613, 0.0331, -1.0617], [-0.6421, -2.1086, -0.6254], [-0.5597, -1.6117, 0.3933], [-0.0562, 1.8478, 0.9321], [0.3497, 0.8450, 0.7267], [2.1843, 3.3967, -1.3607], [-0.6667, -0.1074, 0.0373], [-2.9335, -1.7792, 0.6727], [2.3949, 1.2786, 0.5958], [1.6453, 0.8533, 0.0577], [-1.7086, -3.2149, 1.2199], [0.5350, 0.5391, 1.7619], [-1.8307, 0.0598, 0.2310], [-3.4912, -2.5381, 0.5028], [0.4031, 1.6595, -1.4450], [1.5805, 0.5215, -1.8893], [2.5109, 2.4411, -1.6649], [2.5216, 2.4931, -2.6701], [1.5119, 1.4588, -1.3362], [-1.8071, -1.8332, 2.3234], [0.4473, -1.8606, 0.8371], [-1.6819, -2.1175, 1.2746]],
  "atomic_forces_ev_per_a": [[-0.7, -0.4, 1.1], [0.1, 0.0, 1.5], [1.4, 0.2, -0.9], [-0.2, 0.1, -0.8], [-0.2, -0.1, 1.5], [0.5, -1.4, -0.3], [-1.5, 0.3, -0.1], [-0.7, 1.1, -0.5], [-0.3, 0.1, -0.1], [-0.5, 0.8, -1.0], [0.8, 0.1, 0.5], [0.0, -0.5, 0.0], [2.6, 0.6, -0.5], [0.2, -0.2, 0.1], [1.2, 1.0, 0.0], [0.7, 0.5, -1.1], [-1.1, 1.2, 0.5], [0.4, 0.1, -0.4], [-1.2, -2.3, 1.7], [1.0, 0.4, -0.1], [-0.9, 0.2, -0.5], [-1.4, -1.7, -0.7]],
  "mulliken_charge": [0.202, 0.218, -0.540, 0.260, -0.862, 0.257, -0.142, -0.536, 0.234, -0.349, 0.378, 0.478, 0.246, 0.299, 0.255, 0.414, -0.646, 0.275, -0.507, 0.233, 0.340, -0.508],
  "homo_ev": -8.3985,
  "orbital_gap_ev": 9.35,
  "lumo_ha": 0.0348,
  "smiles": "NCNCCCCO",
  "de_lowest_kcal_mol": 71.8
}